The ion CClNO3P with charge -1 at a distorted geometry. Source: OMol25; level of theory: wB97M-V/def2-TZVPD.

Positions of all 7 atoms, in Å:
O -2.886 0.740 0.264
C -1.795 0.352 0.188
N -0.699 0.009 -0.006
P 1.028 -0.449 -0.089
O 1.177 -0.791 -1.478
O 1.305 -1.254 1.087
Cl 1.871 1.392 0.035

Calculated values
* M: 140.44 g mol⁻¹
* orbital gap: 9.63 eV
* LUMO energy: 3.64 eV
* charge: -1
* energy relative to the best compared isomer or geometry (same formula, charge and spin): 0.0 kcal per mole
* SMILES string: O=C=N[P@](=O)([O-])Cl

Here are the Löwdin charges for atoms 1 to 4, given in e:
1. O 0.084
2. C -0.468
3. N 0.051
4. P -0.135



A cluster of 2 separate species, CClO2 in total. Source: OMol25; level of theory: wB97M-V/def2-TZVPD.

Positions of all 4 atoms, in Å:
C -1.164 0.060 0.025
O -1.262 -1.098 -0.013
O -1.080 1.212 -0.008
Cl 3.507 -0.175 -0.005

Calculated values
* M: 79.46 g mol⁻¹
* orbital gap: 6.51 eV
* LUMO energy: 3.07 eV
* charge: -1
* energy relative to the best compared isomer or geometry (same formula, charge and spin): 4.0 kcal per mole

What are the Löwdin partial charges on each atom? They are as follows, in elementary charge units:
1. C -0.414
2. O 0.191
3. O 0.201
4. Cl -0.979



An isolated molecule of CClO2P at a distorted geometry. Source: OMol25; level of theory: wB97M-V/def2-TZVPD.

Positions of all 5 atoms, in Å:
C -0.741 -0.826 -0.098
O -1.696 -0.293 0.191
O 0.835 1.499 -0.255
P 1.063 0.248 0.418
Cl 3.071 -0.463 -0.037

Calculated values
* M: 110.44 g mol⁻¹
* orbital gap: 8.77 eV
* LUMO energy: -1.46 eV
* energy relative to the best compared isomer or geometry (same formula, charge and spin): 18.9 kcal per mole

Here are the Löwdin charges for atoms 1 to 4, given in e:
1. C -0.166
2. O 0.081
3. O -0.452
4. P 0.488



A cluster of 2 separate species, CClO2S in total at a distorted geometry. Source: OMol25; level of theory: wB97M-V/def2-TZVPD.

Positions of all 5 atoms, in Å:
C 0.514 -0.668 0.853
O -0.200 -1.516 1.201
O -0.458 1.484 -1.815
S 1.637 0.169 0.268
Cl -1.814 0.810 -1.258

Calculated values
* M: 111.53 g mol⁻¹
* orbital gap: 5.80 eV
* LUMO energy: 3.35 eV
* charge: -1
* energy relative to the best compared isomer or geometry (same formula, charge and spin): 68.6 kcal per mole

Here are the Löwdin charges for atoms 1 to 4, given in e:
1. C -0.942
2. O 0.048
3. O -1.091
4. S 0.793



A structure of composition CCoNO4S2 at a distorted geometry. Source: OMol25; level of theory: wB97M-V/def2-TZVPD.

Positions of all 9 atoms, in Å:
O -2.016 -1.012 0.617
C -2.053 0.197 0.952
O -2.841 0.902 1.518
Co -0.280 -1.110 -0.222
N 2.127 -0.515 -1.110
S 1.928 -1.939 -0.124
S 1.924 0.920 -0.428
O -0.384 0.704 0.357
O 1.597 1.854 -1.560

Calculated values
* M: 213.08 g mol⁻¹
* orbital gap (spin up / spin down): 8.16 / 6.28 eV
* LUMO energy (spin up / spin down): -2.00 / -3.87 eV
* multiplicity: 5
* <S²>: 6.02

Here are the Löwdin charges for atoms 1 to 4, given in e:
1. O -0.086
2. C -0.524
3. O 0.148
4. Co 0.618



A structure of composition CCrNO4S2 at a distorted geometry. Source: OMol25; level of theory: wB97M-V/def2-TZVPD.

Positions of all 9 atoms, in Å:
Cr -0.015 -1.339 0.791
N 2.074 1.171 0.065
S 2.511 -0.178 -0.598
O 1.558 -1.361 -0.282
S 0.883 1.678 0.965
O -0.215 0.560 1.153
O -1.619 -1.088 -0.370
C -2.265 -0.118 -0.595
O -2.912 0.676 -1.129

Calculated values
* M: 206.14 g mol⁻¹
* orbital gap (spin up / spin down): 7.54 / 7.82 eV
* LUMO energy (spin up / spin down): -5.23 / -5.20 eV
* charge: +1
* multiplicity: 5
* <S²>: 6.02

Here are the Löwdin charges for atoms 1 to 4, given in e:
1. Cr 1.035
2. N -0.711
3. S 0.990
4. O -0.686



A structure of composition CEuF4O3P at a distorted geometry. Source: OMol25; level of theory: wB97M-V/def2-TZVPD.

Positions of all 10 atoms, in Å:
C 2.015 1.800 1.504
O 0.352 -1.059 -0.297
O 1.011 2.300 1.199
O 3.022 1.381 1.896
Eu -0.245 -2.848 1.196
P -0.860 -0.429 -0.968
F -1.593 -1.013 -2.243
F -1.906 -1.509 -0.039
F -1.718 0.740 -0.336
F -0.078 0.637 -1.913

Calculated values
* M: 318.94 g mol⁻¹
* orbital gap (spin up / spin down): 9.22 / 9.47 eV
* LUMO energy (spin up / spin down): -6.16 / -5.98 eV
* charge: +1
* multiplicity: 8
* <S²>: 15.76

Here are the Löwdin charges for atoms 1 to 4, given in e:
1. C -0.412
2. O -0.464
3. O 0.205
4. O 0.206



An isolated molecule of CF2O2S at a distorted geometry. Source: OMol25; level of theory: wB97M-V/def2-TZVPD.

Positions of all 6 atoms, in Å:
C -0.723 0.083 0.173
O -1.549 0.829 0.549
O 1.654 -1.146 0.179
F -0.985 -0.966 -0.612
F 1.309 1.125 -0.836
S 1.172 0.147 0.525

Calculated values
* M: 114.07 g mol⁻¹
* orbital gap: 10.46 eV
* LUMO energy: -0.65 eV
* energy relative to the best compared isomer or geometry (same formula, charge and spin): 10.9 kcal per mole

Here are the Löwdin charges for atoms 1 to 4, given in e:
1. C -0.555
2. O 0.152
3. O -0.409
4. F 0.090



A cluster of 2 separate species, CF2O3 in total at a distorted geometry. Source: OMol25; level of theory: wB97M-V/def2-TZVPD.

Positions of all 6 atoms, in Å:
C -0.727 -0.938 0.310
O -1.613 -1.513 -0.126
O -0.367 0.909 -0.725
O 0.571 1.492 -0.040
F 0.177 -1.062 1.158
F 1.958 1.113 -0.577

Calculated values
* M: 98.00 g mol⁻¹
* orbital gap (spin up / spin down): 8.72 / 8.77 eV
* LUMO energy (spin up / spin down): -1.43 / -1.42 eV
* energy relative to the best compared isomer or geometry (same formula, charge and spin): 57.0 kcal per mole

Here are the Löwdin charges for atoms 1 to 4, given in e:
1. C -0.269
2. O 0.276
3. O -0.058
4. O -0.098



A cluster of 2 separate species, CF2O3S in total at a distorted geometry. Source: OMol25; level of theory: wB97M-V/def2-TZVPD.

Positions of all 7 atoms, in Å:
C -1.060 0.712 1.473
O -0.289 0.129 2.111
O 0.853 -0.260 -1.160
O 2.129 -2.056 -2.209
F -1.009 1.993 1.170
F -2.162 0.240 0.931
S 1.538 -0.757 -2.317

Calculated values
* M: 130.07 g mol⁻¹
* orbital gap: 10.90 eV
* LUMO energy: -1.31 eV
* energy relative to the best compared isomer or geometry (same formula, charge and spin): 14.0 kcal per mole

Here are the Löwdin charges for atoms 1 to 4, given in e:
1. C -0.599
2. O 0.229
3. O -0.437
4. O -0.425



A cluster of 2 separate species, CF3IOS in total at a distorted geometry. Source: OMol25; level of theory: wB97M-V/def2-TZVPD.

Positions of all 7 atoms, in Å:
C 0.172 -0.733 -0.254
O 1.617 1.413 0.492
F 0.562 -1.998 0.021
F 0.795 -0.288 -1.309
F -1.158 -0.867 -0.488
S 0.528 0.678 1.143
I -2.516 1.795 0.396

Calculated values
* M: 243.97 g mol⁻¹
* orbital gap (spin up / spin down): 7.94 / 6.73 eV
* LUMO energy (spin up / spin down): -2.25 / -3.15 eV
* energy relative to the best compared isomer or geometry (same formula, charge and spin): 30.3 kcal per mole

Here are the Löwdin charges for atoms 1 to 4, given in e:
1. C -0.762
2. O -0.516
3. F 0.102
4. F 0.134



A structure of composition CF3La at a distorted geometry. Source: OMol25; level of theory: wB97M-V/def2-TZVPD.

Positions of all 5 atoms, in Å:
C 0.496 0.096 0.435
F 0.302 0.892 1.453
F 1.637 -0.511 0.653
La -0.857 -0.043 -2.052
F -1.512 -0.534 0.330

Calculated values
* M: 207.91 g mol⁻¹
* orbital gap (spin up / spin down): 5.76 / 8.59 eV
* LUMO energy (spin up / spin down): -5.64 / -5.66 eV
* charge: +1
* multiplicity: 2
* <S²>: 0.75

Here are the Löwdin charges for atoms 1 to 4, given in e:
1. C -0.299
2. F 0.113
3. F 0.095
4. La 1.694



A cluster of 2 separate species, CF3NO3S in total at a distorted geometry. Source: OMol25; level of theory: wB97M-V/def2-TZVPD.

Positions of all 9 atoms, in Å:
C 0.701 -0.286 1.421
N -1.544 0.443 -1.683
O -2.402 0.870 -1.024
O -1.420 0.038 -2.787
O 2.023 -0.147 -0.996
F 1.431 -1.320 1.716
F 0.661 0.414 2.555
F -0.515 -0.691 1.099
S 1.066 0.679 -0.301

Calculated values
* M: 163.08 g mol⁻¹
* orbital gap (spin up / spin down): 8.70 / 8.27 eV
* LUMO energy (spin up / spin down): -1.63 / -1.58 eV
* energy relative to the best compared isomer or geometry (same formula, charge and spin): 21.5 kcal per mole

Here are the Löwdin charges for atoms 1 to 4, given in e:
1. C -0.787
2. N -0.283
3. O 0.122
4. O 0.112



The ion CF3O2S2 with charge -1 at a distorted geometry. Source: OMol25; level of theory: wB97M-V/def2-TZVPD.

Positions of all 8 atoms, in Å:
O -0.615 1.289 1.241
S -0.793 0.591 -0.013
O -0.431 1.238 -1.282
S -2.909 -0.654 0.066
C 0.883 -0.463 0.006
F 1.086 -1.003 -1.211
F 0.922 -1.380 0.986
F 1.857 0.382 0.207

Calculated values
* M: 165.14 g mol⁻¹
* orbital gap: 7.64 eV
* LUMO energy: 3.16 eV
* charge: -1
* SMILES string: O=S(=O)([S-])C(F)(F)F

Here are the Löwdin charges for atoms 1 to 4, given in e:
1. O -0.445
2. S 0.432
3. O -0.442
4. S -0.161



A structure of composition CF4O3PV at a distorted geometry. Source: OMol25; level of theory: wB97M-V/def2-TZVPD.

Positions of all 10 atoms, in Å:
C -2.392 -0.966 0.194
O -0.280 0.801 -0.161
O -1.525 -1.777 0.302
O -3.500 -0.614 0.171
V 0.358 2.480 -0.809
P 1.068 0.054 0.084
F 1.859 1.322 -0.975
F 1.942 0.789 1.206
F 0.965 -1.189 1.078
F 1.504 -0.901 -1.089

Calculated values
* M: 217.92 g mol⁻¹
* orbital gap (spin up / spin down): 8.59 / 8.84 eV
* LUMO energy (spin up / spin down): -6.98 / -6.73 eV
* charge: +1
* multiplicity: 4
* <S²>: 3.75

Here are the Löwdin charges for atoms 1 to 4, given in e:
1. C -0.392
2. O -0.354
3. O 0.160
4. O 0.224



An isolated molecule of CFN3O4 at a distorted geometry. Source: OMol25; level of theory: wB97M-V/def2-TZVPD.

Positions of all 9 atoms, in Å:
O -1.171 0.465 -1.353
C -0.328 0.233 -0.617
N 1.064 -0.395 -0.914
O 1.789 -0.616 0.049
O 1.281 -0.652 -2.059
N -0.458 0.563 0.908
O -0.114 1.729 1.155
N -0.925 -0.225 1.800
F -1.132 -1.438 1.158

Calculated values
* M: 137.03 g mol⁻¹
* orbital gap: 9.08 eV
* LUMO energy: -2.17 eV
* energy relative to the best compared isomer or geometry (same formula, charge and spin): 0.0 kcal per mole
* SMILES string: O=C([N+](=O)[O-])/[N+]([O-])=N\F

Here are the Löwdin charges for atoms 1 to 4, given in e:
1. O 0.297
2. C -0.208
3. N -0.300
4. O 0.119



A structure of composition CH10BeO8 at a distorted geometry. Source: OMol25; level of theory: wB97M-V/def2-TZVPD.

Positions of all 20 atoms, in Å:
Be 0.504 -0.569 0.066
C 1.426 1.021 0.252
O 0.464 0.524 1.091
O 1.189 2.205 -0.118
O 1.669 0.104 -0.597
O -0.591 1.375 3.215
H -0.744 2.290 2.944
H -0.067 0.986 2.492
O 0.465 -2.131 0.566
H -0.119 -2.830 0.312
H 0.808 -2.241 1.478
O 0.719 -2.210 -2.263
H 1.584 -1.854 -2.446
H 0.397 -2.407 -3.145
O -1.609 2.220 0.280
H -2.053 2.468 -0.532
H -0.697 2.154 0.075
O -0.823 -0.444 -0.991
H -0.851 -0.554 -1.934
H -1.670 -0.116 -0.740

Calculated values
* M: 159.10 g mol⁻¹
* orbital gap: 8.59 eV
* LUMO energy: -0.59 eV

Here are the Löwdin charges for atoms 1 to 4, given in e:
1. Be 0.018
2. C -0.620
3. O -0.092
4. O 0.021



A cluster of 4 separate species, CH10N2O3 in total. Source: OMol25; level of theory: wB97M-V/def2-TZVPD.

Positions of all 16 atoms, in Å:
H -0.749 -1.721 1.537
N -0.628 -1.326 0.606
C 0.482 -1.802 0.182
N 1.240 -1.303 -0.821
H 0.984 -2.643 0.668
H 1.071 -0.384 -1.204
H 2.033 -1.872 -1.049
O -1.074 0.981 -0.942
H -0.769 0.179 -0.472
H -1.613 0.663 -1.673
O -1.482 0.479 2.598
H -1.547 0.346 1.641
H -1.626 1.424 2.741
O 1.476 2.066 -1.408
H 1.611 3.015 -1.365
H 0.593 1.900 -1.038

Calculated values
* M: 98.10 g mol⁻¹
* orbital gap: 10.52 eV
* LUMO energy: 0.79 eV
* energy relative to the best compared isomer or geometry (same formula, charge and spin): 11.1 kcal per mole
* SMILES string: [H]/N=C/N.O.O.O

Here are the Löwdin charges for atoms 1 to 4, given in e:
1. H 0.063
2. N 0.038
3. C -0.344
4. N 0.113



A cluster of 4 separate species, CH10N2O3 in total at a distorted geometry. Source: OMol25; level of theory: wB97M-V/def2-TZVPD.

Positions of all 16 atoms, in Å:
H 2.563 0.251 -1.037
N 1.835 0.861 -0.657
C 1.907 0.901 0.635
N 0.877 1.001 1.511
H 2.913 1.058 1.025
H 0.795 1.357 2.509
H -0.103 1.036 1.115
O -1.993 -3.686 0.220
H -2.118 -3.112 1.035
H -0.989 -3.888 0.420
O -0.331 0.071 -2.077
H 0.471 0.584 -1.954
H -0.527 0.251 -3.066
O -1.858 1.043 0.533
H -2.073 1.754 0.017
H -1.368 0.520 -0.230

Calculated values
* M: 98.10 g mol⁻¹
* orbital gap: 9.76 eV
* LUMO energy: 0.73 eV
* energy relative to the best compared isomer or geometry (same formula, charge and spin): 41.9 kcal per mole
* SMILES string: [H]/N=C/N.O.O.O

Here are the Löwdin charges for atoms 1 to 4, given in e:
1. H 0.055
2. N 0.016
3. C -0.371
4. N 0.082